Record 1
18
Properties=species:S:1:pos:R:3:lowdin_charge:R:1 method="wB97M-V/def2-TZVPD" energy_ha=-306.0504 e_above_lowest_kcal_mol=121.5 lumo_energy_ev=-0.677 mol_weight_da=92.14 homo_lumo_gap_ev=8.255
C 1.64 -0.45 1.34 -0.04
H 1.26 -1.02 2.18 0.09
H -0.77 0.70 -1.53 0.05
H 0.25 1.20 -2.69 0.07
C 1.14 0.44 -0.98 -0.29
H -3.54 -0.93 -0.30 0.01
H 2.47 -0.93 0.83 0.10
H 0.15 -1.21 -0.01 0.14
H 1.55 1.45 -0.83 0.13
N -1.21 0.42 0.69 -0.07
O -3.24 -1.31 0.53 -0.13
H -2.42 -0.77 0.68 -0.05
H -0.15 0.58 0.80 -0.03
C 0.62 -0.27 0.23 -0.21
N 0.11 0.47 -2.01 -0.01
H -1.87 1.20 0.80 0.02
H 2.02 -0.10 -1.36 0.13
H 1.99 0.54 1.64 0.09



Record 2
5
Properties=species:S:1:pos:R:3:lowdin_charge:R:1 method="wB97M-V/def2-TZVPD" charge=-1 energy_ha=-1244.6257 e_above_lowest_kcal_mol=1.7 lumo_energy_ev=2.318 mol_weight_da=223.04 homo_lumo_gap_ev=7.405 smiles="O=S(=O)([S-])I"
O 1.18 -0.35 0.46 -0.51
O -1.09 -0.72 -0.27 -0.46
S -0.01 0.21 -0.20 -0.13
I 1.06 0.18 -2.88 -0.06
S -0.39 2.00 0.36 0.17



Record 3
134
Properties=species:S:1:pos:R:3:lowdin_charge:R:1 method="wB97M-V/def2-TZVPD" charge=+2 energy_ha=-3502.2431 e_above_lowest_kcal_mol=61.2 lumo_energy_ev=-4.767 mol_weight_da=1018.44 homo_lumo_gap_ev=5.479
C 3.12 4.36 4.48 -0.04
H 2.09 5.60 0.62 0.11
H 0.62 5.78 6.29 0.12
C 3.20 -4.11 0.85 -0.03
H -4.96 -3.17 -3.20 0.12
H -0.84 -4.97 -0.30 0.09
C 0.38 1.12 2.90 -0.15
C -0.66 -5.38 3.01 -0.17
H 1.33 3.84 -1.26 0.08
H -0.28 8.93 -0.67 0.12
H 4.17 4.13 4.55 0.12
H 1.27 1.73 2.96 0.10
C -1.49 0.03 3.85 -0.03
H 0.77 -1.72 -1.69 0.06
H 5.58 -4.67 -1.53 0.10
C 4.56 1.85 -2.38 -0.02
N 0.86 -2.00 1.96 0.05
P -1.53 -2.23 0.02 0.77
C 3.48 3.15 -0.24 -0.18
H -1.02 -0.81 -2.23 0.06
C 4.46 3.75 -0.94 -0.06
H 3.04 5.28 6.42 0.12
C 3.58 1.19 -1.54 -0.40
N 0.72 3.22 -1.77 -0.12
H -3.67 -1.33 -2.22 0.11
H -0.16 1.88 -4.19 0.12
H -2.71 -1.03 2.49 0.08
N -1.02 -0.69 0.23 -0.08
H 1.28 -3.35 -1.53 0.12
H 1.91 7.79 -0.53 0.12
H 1.47 1.26 -4.40 0.14
H -6.15 -1.65 -1.69 0.12
C -0.01 5.54 1.08 -0.39
C -1.97 -5.33 2.24 -0.17
H -0.47 -2.76 3.28 0.15
S 0.05 3.94 1.87 1.09
N 2.96 1.91 -0.54 -0.07
C 1.12 5.29 5.46 -0.05
C 1.73 -1.95 0.83 -0.26
H -0.53 4.94 -1.70 0.13
C -1.10 -4.49 -1.25 -0.16
C -1.24 6.17 1.02 -0.09
C 5.00 3.08 -2.07 -0.06
H 2.90 3.49 2.53 0.10
H -2.29 7.91 0.33 0.12
C 2.41 4.01 3.34 -0.07
C -4.72 -3.19 -2.14 -0.17
C -5.89 -2.65 -1.32 -0.19
H -3.30 -3.88 1.39 0.09
C -4.21 -1.79 0.35 -0.21
H -4.36 -0.74 0.08 0.13
C 0.77 1.66 -3.66 -0.13
H -1.86 -5.83 1.28 0.10
C 0.40 4.94 4.33 -0.07
H 4.56 -5.69 0.48 0.11
H -0.93 3.78 -2.95 0.12
C 0.47 -2.73 -1.92 -0.20
C -1.64 3.24 -0.99 -0.18
H -0.87 -6.15 -2.56 0.12
H -2.12 5.71 1.46 0.12
H 1.33 -1.75 2.82 0.14
N 0.47 0.60 -2.64 -0.11
H 0.00 1.11 5.00 0.12
H 4.89 -2.39 -2.25 0.11
N -1.43 1.78 -0.95 -0.13
O 0.91 3.09 0.91 -0.65
H -2.63 -2.73 -2.47 0.09
C -2.42 -3.89 2.03 -0.19
N 0.01 0.71 1.68 -0.07
H -1.17 -0.08 -3.82 0.13
H 4.96 1.26 -3.19 0.12
H -6.78 -3.27 -1.45 0.12
H -4.53 -4.23 -1.86 0.12
C 0.30 -2.99 -3.41 -0.14
H -1.57 3.62 0.02 0.06
C 4.43 -2.89 -1.40 -0.02
H 3.03 3.63 0.61 0.05
H -2.65 3.48 -1.34 0.14
C 0.38 -4.47 2.37 -0.15
N -0.75 -3.04 -1.18 -0.18
H -2.75 -5.87 2.78 0.12
H 1.22 3.75 -3.78 0.14
H -5.38 -3.58 0.55 0.12
H 5.78 3.55 -2.66 0.12
N 1.86 -0.76 0.08 -0.06
C -0.60 3.87 -1.91 -0.15
H -0.28 -6.40 3.08 0.12
H -0.83 -5.04 4.04 0.12
H -2.02 1.96 -2.96 0.11
H -0.26 -2.19 -3.90 0.09
C -0.32 0.78 4.03 -0.04
H -2.87 0.70 -2.09 0.12
H 2.42 2.83 -2.90 0.09
H 0.03 -4.87 -4.49 0.12
C -0.20 7.97 -0.18 -0.04
H -2.70 -3.46 3.00 0.13
C -1.34 7.40 0.39 -0.05
C -3.47 -2.36 -1.89 -0.20
H -6.29 -2.09 0.73 0.12
C -1.83 -0.44 2.60 -0.02
C 1.03 7.33 -0.10 -0.04
C 1.35 2.93 -3.07 -0.16
H 4.83 4.72 -0.63 0.11
H -1.46 -4.16 -3.94 0.11
C -1.89 1.16 -2.23 -0.15
H 0.65 -5.41 -2.13 0.12
N -1.39 -3.03 1.45 -0.14
N 3.32 -0.07 -1.79 0.12
C 2.73 -2.83 0.42 -0.13
H 2.81 -4.59 1.73 0.08
C -5.50 -2.57 0.15 -0.17
C 1.06 4.32 3.28 -0.39
H -3.94 -1.83 1.40 0.08
C 1.13 6.10 0.54 -0.06
H 1.30 -3.00 -3.86 0.12
H -2.13 -0.19 4.69 0.12
C -0.97 -0.19 1.51 -0.43
C -0.92 0.13 -2.77 -0.21
C -0.13 -3.04 2.27 -0.29
H 1.11 -0.17 -2.82 0.09
C 4.80 -4.13 -1.00 -0.08
H -1.98 1.38 -0.21 0.10
H -2.18 -4.60 -1.38 0.11
C -0.42 -4.33 -3.66 -0.17
H 1.28 -4.45 2.99 0.12
C 4.20 -4.72 0.15 -0.07
C 2.48 5.01 5.53 -0.04
C -0.38 -5.19 -2.40 -0.16
N -3.12 -2.36 -0.46 -0.18
Zr 0.88 1.15 -0.34 1.92
H -0.67 5.15 4.27 0.12
C 3.40 -2.23 -0.69 -0.16
C 2.87 -0.95 -0.83 -0.36
H 0.67 -4.83 1.38 0.11



Record 4
58
Properties=species:S:1:pos:R:3:lowdin_charge:R:1 method="wB97M-V/def2-TZVPD" charge=+1 energy_ha=-1565.2604 lumo_energy_ev=-7.771 mol_weight_da=405.46 homo_lumo_gap_ev=2.493
C 1.57 -1.61 -2.83 -0.15
H 2.40 -0.74 1.77 0.10
H 1.42 0.37 0.78 0.09
C 4.01 -1.26 -2.16 -0.44
H -1.41 2.12 5.19 0.09
C 2.90 -0.96 -3.20 -0.11
H -5.33 2.28 -3.24 0.00
N -6.73 1.63 -1.25 -0.37
H 0.75 -1.17 1.30 0.07
O -1.94 -1.80 -0.65 -0.07
H -1.58 4.72 2.03 0.13
H -2.96 4.48 4.77 0.08
C 1.14 -1.19 -1.44 -0.11
H -7.34 2.34 -0.75 -0.03
C -2.04 2.52 2.81 -0.06
C -2.32 1.68 1.42 0.01
C -2.56 -0.69 -0.19 -0.18
H -0.67 -2.72 2.69 0.08
H 0.80 -1.30 -3.56 0.14
C 2.22 -1.40 -0.34 -0.42
H 5.65 -0.81 -3.57 0.10
C 1.67 -0.69 0.95 -0.02
H 3.20 -1.31 -4.20 0.15
H 1.28 -3.34 0.11 0.11
C 4.43 -2.75 -2.30 -0.03
H -1.29 4.36 4.70 0.06
H 0.87 -0.12 -1.48 0.14
H -4.55 -0.60 -1.62 0.13
H -3.37 4.34 2.49 0.14
C -2.24 4.15 2.82 -0.24
H 3.59 -3.44 -2.34 0.07
H 2.74 0.12 -3.29 0.14
H 2.68 -2.98 1.13 0.10
P -5.38 2.41 -1.80 0.72
H -1.11 -0.69 4.93 0.10
H 1.63 -2.70 -2.89 0.12
H -5.55 3.79 -1.35 0.02
H 4.97 -2.92 -3.25 0.10
C -1.73 -0.86 2.58 -0.19
H 0.22 -1.71 -1.17 0.10
C 5.30 -0.48 -2.59 -0.02
C -1.44 -0.05 3.98 0.01
C 2.28 -2.89 0.11 -0.01
H 5.14 0.60 -2.66 0.09
C -2.19 0.02 1.28 0.02
C -1.60 1.61 4.14 0.01
O -2.33 3.65 -0.36 -0.05
H -2.30 -2.82 3.02 0.09
H 2.90 -3.53 -0.51 0.06
C -3.90 1.57 -0.89 -0.22
H 6.12 -0.66 -1.87 0.10
N 3.59 -0.95 -0.75 0.18
N -1.61 -2.37 2.39 0.01
H 5.10 -3.05 -1.49 0.11
O 3.63 0.45 -0.60 0.16
N -2.11 4.78 4.21 -0.05
C -2.81 2.45 0.02 -0.20
C -3.80 0.06 -1.02 0.03



Record 5
197
Properties=species:S:1:pos:R:3:lowdin_charge:R:1 method="wB97M-V/def2-TZVPD" energy_ha=-3582.8626 e_above_lowest_kcal_mol=0.0 lumo_energy_ev=0.529 mol_weight_da=1081.57 homo_lumo_gap_ev=8.851 smiles=COC[C@H](C)N.COCCNCCOC.COCCNCCOC.COCCNCCOC.COCCNCCOC.COCCNCCOC.COCCNCCOC.COCCNCCOC.CC(C)O
H 0.30 3.06 2.94 0.07
H -6.89 -1.65 1.12 0.12
C 1.14 -6.30 0.44 -0.23
H -1.26 3.43 -2.22 0.07
H 6.25 2.53 -1.37 0.09
H 0.03 -2.66 0.91 0.08
H -0.60 -2.07 5.32 0.07
C 1.38 0.10 -0.21 -0.20
C -7.15 -1.01 3.07 -0.24
H -1.13 2.67 1.00 0.08
N -4.70 4.41 2.02 -0.05
H 4.33 -4.81 0.11 0.12
C 0.86 4.17 8.19 -0.10
H 3.48 -1.86 4.90 0.09
H 2.95 5.45 -5.73 0.12
C -7.63 1.43 -7.96 -0.13
H 1.20 1.01 -3.53 0.05
H 2.83 4.43 -3.50 0.07
H -0.82 -1.76 -4.39 0.09
H 1.76 -3.92 -0.92 0.08
N -0.80 1.60 6.86 -0.04
C 6.18 -5.13 1.11 -0.21
H 4.06 0.99 -5.71 0.09
H 0.15 -6.66 2.32 0.12
C -0.51 3.70 -4.30 -0.45
H -2.01 1.55 8.58 0.11
C 4.12 3.69 -5.69 -0.23
H -4.98 1.09 -7.98 0.13
H 0.96 0.28 4.27 0.10
C -1.82 1.83 0.83 -0.10
H -1.84 1.68 -0.25 0.08
C 3.24 1.56 -6.15 -0.09
H 1.86 3.66 3.50 0.09
H 1.74 2.03 2.84 0.08
C 3.24 -1.89 3.84 -0.09
H 5.05 3.28 -5.28 0.11
H -5.69 1.03 -6.41 0.12
C -6.31 -1.04 1.81 -0.20
C 0.17 0.68 6.25 -0.21
H 2.46 -0.11 -0.22 0.12
H -8.58 1.23 -8.45 0.09
H 7.78 -7.22 0.52 0.12
H 4.69 -1.28 -0.53 0.08
H -7.16 7.24 -1.21 0.09
H 6.76 -4.67 1.92 0.12
H 1.64 -7.49 2.18 0.12
H -7.15 2.29 -8.43 0.09
C -4.96 -0.91 -7.16 -0.22
H -7.32 -2.04 3.39 0.12
H 8.84 -5.80 0.89 0.12
H -0.14 0.94 -1.47 0.11
C 4.34 -2.28 -0.28 -0.08
H -0.61 4.47 -5.07 0.14
H -4.80 -1.39 -8.12 0.12
C -4.48 3.28 2.89 -0.21
N 7.00 -5.35 -0.08 -0.06
C 1.22 2.78 3.45 -0.10
N 1.95 -5.47 2.55 -0.05
H -0.60 1.16 4.35 0.12
H -5.50 6.77 1.20 0.12
H -1.39 -2.68 -3.06 0.08
C 1.63 0.49 -2.67 -0.05
C 8.13 -6.25 0.17 -0.21
H -6.19 6.23 -2.24 0.08
H -3.61 -0.26 -5.71 0.10
O 0.84 3.52 -3.86 -0.10
H -0.23 1.97 10.22 0.12
H 1.15 0.68 6.76 0.12
O 3.02 2.82 -5.56 -0.22
C 1.17 -6.54 1.92 -0.20
C 10.35 -5.31 -2.59 -0.13
H -1.47 -3.42 4.64 0.09
H 2.72 -0.97 3.57 0.07
H -4.45 -2.57 -4.78 0.12
H -1.51 0.91 1.33 0.09
O -2.91 -1.60 -3.94 -0.19
H 1.82 -4.65 1.96 0.09
H 4.32 3.88 -6.76 0.12
H -6.58 5.03 2.89 0.12
H 5.80 -6.10 1.45 0.12
H 5.74 2.32 -3.06 0.07
H 8.14 -6.62 -1.92 0.12
H -2.95 -3.54 -4.69 0.12
H 5.18 4.42 -0.87 0.12
H 7.41 -4.47 -0.38 0.11
H 1.58 -0.60 -2.80 0.08
O -8.39 -0.40 2.80 -0.19
N 1.35 2.37 -1.14 0.07
C 5.01 -4.24 0.77 -0.26
C 0.39 1.05 4.81 -0.22
C 5.44 2.17 -2.02 -0.09
H 5.57 4.49 -3.41 0.10
H -7.86 1.76 -6.93 0.09
C -0.97 1.35 8.29 -0.20
H -5.66 -1.50 -6.55 0.12
H -10.28 -0.21 3.52 0.09
H -0.80 0.29 8.50 0.11
H 0.93 -5.14 -1.84 0.09
H -4.69 -2.11 1.17 0.11
H 0.55 -4.79 3.99 0.11
C -3.37 -2.54 -4.89 -0.21
C -3.15 2.62 2.55 -0.25
N -3.62 -0.77 -6.59 -0.06
O -3.15 2.19 1.20 -0.19
H 4.44 -4.11 1.70 0.11
C -0.03 2.18 9.17 -0.23
H 3.44 4.59 -1.16 0.13
H 0.99 2.96 -1.89 0.03
N 3.51 5.15 -3.71 -0.04
H -6.15 -0.06 1.35 0.12
H 4.04 -2.85 -1.15 0.10
H -3.08 -2.90 2.93 0.12
H 2.31 1.01 -6.24 0.09
H -0.50 2.15 -5.81 0.08
H -1.03 5.13 -2.83 0.08
H -4.41 -0.77 3.76 0.12
O -6.21 5.57 -0.30 -0.20
O 0.59 -1.08 -0.25 -0.19
H -6.67 4.02 1.42 0.12
H 2.69 0.73 -2.71 0.07
C -2.78 -1.85 2.84 -0.21
H 0.40 -1.19 1.83 0.08
N -5.06 -1.76 2.05 -0.07
H -4.32 3.65 3.91 0.12
H -2.08 2.33 -5.05 0.08
H -7.28 6.47 1.23 0.12
C 4.71 4.94 -2.90 -0.21
C -4.04 -1.00 2.76 -0.18
C 4.38 4.25 -1.60 -0.19
O -0.12 3.58 9.03 -0.18
H 1.85 3.93 8.61 0.09
O 4.23 2.83 -1.73 -0.24
O -6.86 0.27 -7.95 -0.18
C -5.61 0.44 -7.33 -0.24
C -3.01 -2.06 -6.30 -0.21
H 0.60 -7.06 -0.14 0.13
C -6.09 4.80 1.93 -0.22
H -1.92 -1.94 -6.32 0.10
C -6.24 6.63 -1.23 -0.12
H -8.95 -0.38 4.76 0.09
H 9.81 -5.75 -3.43 0.09
H 0.71 5.25 8.23 0.09
H 2.15 -6.36 0.02 0.12
H 0.01 -3.76 -1.28 0.08
O 5.42 -2.98 0.32 -0.18
H 1.39 3.27 -4.62 0.06
H 4.17 -1.93 3.26 0.09
H -3.76 -0.08 2.22 0.10
O 9.48 -5.18 -1.50 -0.20
C 0.95 0.97 -1.38 -0.40
H 1.60 -6.03 4.56 0.13
H 4.66 5.71 -5.35 0.12
H -0.35 -2.48 3.60 0.07
H 5.07 5.94 -2.62 0.12
H 10.76 -4.34 -2.86 0.09
H 0.99 1.80 9.00 0.12
H -9.49 -1.78 3.93 0.08
H 3.52 -4.37 4.53 0.12
C -6.29 6.02 1.05 -0.23
O 1.00 2.33 4.76 -0.19
C 8.88 -6.42 -1.14 -0.24
H 3.60 -2.08 0.51 0.06
C 2.48 -4.05 4.42 -0.22
H -3.24 -2.79 -7.07 0.12
C -9.35 -0.70 3.79 -0.12
H -1.26 -0.86 -2.99 0.08
H -0.83 1.51 -4.19 0.06
H 1.72 -2.16 1.05 0.06
H -4.36 4.25 1.08 0.11
H 0.89 3.84 7.15 0.07
C -1.00 2.36 -4.86 -0.05
C 3.79 5.08 -5.15 -0.19
H -2.39 4.12 -3.28 0.08
C 0.80 -4.45 -1.00 -0.11
H 11.21 -5.96 -2.37 0.09
H -0.23 -0.32 6.36 0.10
H 5.29 1.11 -1.84 0.08
H -6.63 -0.45 3.87 0.12
H -5.35 7.25 -1.04 0.09
H -2.13 -1.75 1.96 0.11
C 1.59 -5.15 3.90 -0.21
O 0.51 -5.05 0.24 -0.20
C -1.32 4.10 -3.07 -0.05
H -5.28 2.53 2.84 0.12
H 1.17 0.62 0.73 0.11
H -2.96 1.80 3.25 0.11
H 3.57 1.75 -7.18 0.09
H -2.34 3.35 2.70 0.12
O -2.09 -1.53 4.03 -0.20
C -1.08 -2.42 4.41 -0.11
C -1.56 -1.73 -3.58 -0.11
H -0.39 2.51 6.72 0.07
C 0.69 -1.80 0.96 -0.11
H 2.35 2.41 -1.32 0.04
H 9.63 -7.22 -1.09 0.12
H 2.18 -3.67 5.40 0.12
O 2.40 -2.97 3.49 -0.23